17
Properties=species:S:1:pos:R:3 method="wB97M-V/def2-TZVPD" energy_ev=-8428.7003 smiles="C[C@H]1CC=CCO1" max_force_ev_per_a=1.96 relative_energy_ev=2.540 orbital_gap_ha=0.37490 mol_weight_g_mol=98.14
C -2.3179 0.5429 0.2165
C -0.8781 -0.1742 0.2930
C 0.0863 -1.4901 -0.1974
C 1.6053 -1.1504 -0.0639
C 2.0284 0.1087 -0.0263
C 0.9780 1.1545 -0.2705
O -0.2101 0.5914 -0.6971
H -2.9990 0.4818 1.0792
H -2.8980 0.3474 -0.6892
H -2.0589 1.6230 0.1552
H -0.5660 0.0898 1.3277
H -0.0716 -1.7549 -1.2608
H -0.0933 -2.3616 0.4113
H 2.3294 -1.9750 0.0154
H 3.0574 0.4234 0.1679
H 0.7651 1.7342 0.6390
H 1.2428 1.8091 -1.1002

36
Properties=species:S:1:pos:R:3 method="wB97M-V/def2-TZVPD" energy_ev=-51380.7508 max_force_ev_per_a=4.62 orbital_gap_ha=0.30553 mol_weight_g_mol=306.47
C -2.8113 -1.9586 -1.2847
C -2.3466 -0.5721 -0.7941
O -3.1262 0.3397 -0.1216
C -1.1554 -0.0085 -1.0896
C -0.5020 1.1910 -0.3621
S -0.4725 1.0744 1.4917
C 0.9737 0.1056 1.9575
C 1.0528 -1.1903 1.2194
C 0.3609 -2.3669 1.4971
C -0.8558 -2.4193 2.3312
O 0.7518 -3.5225 0.8873
S 2.5582 0.9825 1.6683
C 2.0318 2.2135 0.5066
C 3.3267 2.8963 -0.0919
C 3.8107 4.0673 0.4325
C 3.0829 4.8138 1.6433
O 4.8370 4.6950 -0.1193
S 1.2117 1.4474 -0.9604
H -1.8783 -2.4408 -1.6305
H -3.1588 -2.4108 -0.3781
H -3.5763 -1.9191 -2.0865
H -3.7438 -0.1409 0.3941
H -0.4017 -0.5797 -1.7087
H -1.0509 2.0499 -0.8187
H 0.8353 -0.0965 3.0075
H 1.9664 -1.2559 0.6087
H -0.4444 -2.8224 3.2935
H -1.5465 -3.1483 1.9089
H -1.3532 -1.4547 2.4649
H 1.6528 -3.4870 0.5921
H 1.3988 3.0187 0.8751
H 3.7131 2.4091 -0.9768
H 3.6457 4.6365 2.5184
H 3.1404 5.9383 1.3638
H 2.1040 4.4745 1.8714
H 5.0194 4.4912 -1.0602

8
Properties=species:S:1:pos:R:3 method="wB97M-V/def2-TZVPD" energy_ev=-32270.4678 max_force_ev_per_a=2.85 relative_energy_ev=3.315 orbital_gap_ha="0.25229 / 0.25239" mol_weight_g_mol=231.99
P -1.7787 0.1188 -0.3868
N -0.7951 0.2821 0.9732
N 0.4435 0.4574 0.9590
C 1.3724 0.6401 0.0611
S 2.0830 1.7879 -0.6750
I 2.3049 -1.7546 -0.1448
H -2.5604 -0.7623 0.3103
H -1.0695 -0.7694 -1.0970

17
Properties=species:S:1:pos:R:3 method="wB97M-V/def2-TZVPD" energy_ev=-6852.4704 max_force_ev_per_a=0.21 relative_energy_ev=1.058 orbital_gap_ha=0.36269 mol_weight_g_mol=85.15
C 2.0339 0.4625 1.0882
C 1.0039 1.3456 0.4687
C -0.1001 0.9150 -0.1171
N -0.4390 -0.4655 -0.2131
C -0.5243 -0.8737 -1.6013
C -1.6724 -0.7386 0.4985
H 2.1515 0.7080 2.1439
H 2.9987 0.6106 0.6046
H 1.7360 -0.5774 0.9909
H 1.2002 2.4092 0.5070
H -0.8094 1.6206 -0.5584
H 0.4336 -0.6858 -2.0839
H -0.7377 -1.9416 -1.6458
H -1.3099 -0.3365 -2.1562
H -1.5532 -0.4394 1.5381
H -1.8729 -1.8089 0.4587
H -2.5388 -0.2040 0.0769

19
Properties=species:S:1:pos:R:3 method="wB97M-V/def2-TZVPD" energy_ev=-9369.8071 smiles=NCC[C@H](N)CO max_force_ev_per_a=1.52 relative_energy_ev=1.387 orbital_gap_ha=0.36544 mol_weight_g_mol=104.15
N 1.3146 2.1758 0.2170
C 1.4055 0.9415 0.9596
C 0.9452 -0.2440 0.1026
C -0.5654 -0.4526 0.0871
N -1.0155 -1.3932 1.1304
C -0.9897 -0.9373 -1.2991
O -2.4246 -0.8844 -1.4260
H 1.9201 2.1659 -0.5657
H 1.3019 3.0190 0.7403
H 0.7878 0.9581 1.8647
H 2.4067 0.7698 1.3741
H 1.4186 -1.1726 0.4350
H 1.3446 -0.0561 -0.8994
H -0.9986 0.5409 0.2706
H -1.9261 -1.7096 0.8334
H -1.1411 -0.8536 1.9729
H -0.6272 -1.9587 -1.4359
H -0.5737 -0.2176 -2.0015
H -2.5830 -0.6916 -2.3601

16
Properties=species:S:1:pos:R:3 method="wB97M-V/def2-TZVPD" energy_ev=-10410.1382 max_force_ev_per_a=2.07 charge=+1 relative_energy_ev=0.341 orbital_gap_ha=0.45869 mol_weight_g_mol=91.08
O -0.5892 -3.1885 0.2563
H -0.7850 -3.8574 -0.4082
H -1.3520 -3.1709 0.8158
O 2.8042 -0.7837 -0.5951
H 3.4584 -0.5382 0.0826
H 3.3380 -0.8423 -1.4057
O -1.3137 0.9910 0.0896
H -1.2522 1.9428 0.2457
H -2.2511 0.8225 0.0881
O -1.1335 3.7287 -0.0552
H -1.5542 4.4995 -0.3959
H -0.5678 4.0911 0.6501
O 0.3591 -0.9437 0.4043
H -0.1446 -1.8094 0.2209
H 1.1918 -0.8162 -0.1168
H -0.2081 -0.1253 0.1234

131
Properties=species:S:1:pos:R:3 method="wB97M-V/def2-TZVPD" energy_ev=-186355.9799 max_force_ev_per_a=3.44 charge=-1 relative_energy_ev=0.000 orbital_gap_ha=0.17711 mol_weight_g_mol=1099.86
C 4.9213 -1.5254 -1.9506
C 5.4859 -2.7549 -1.1419
C 4.5092 -3.3403 -0.0435
Br 5.6380 -4.5799 1.0691
B 3.7433 -2.2241 0.8876
C 4.9467 -1.3988 1.6741
C 4.8509 0.1448 1.5851
O 5.2972 0.7833 0.6769
F 4.2613 0.9061 2.6154
O 2.6348 -1.4418 0.2813
C 1.3570 -1.9815 0.6502
C 1.1751 -3.2648 -0.3177
C 1.5897 -2.9831 -1.8182
C 0.3662 -3.4516 -2.7623
S -0.3549 -1.9612 -3.5809
C -2.1701 -2.0181 -3.5307
S -2.9652 -1.9768 -4.9904
N -2.8853 -2.0791 -2.2535
C -4.0220 -1.1083 -2.2536
C -4.2639 -0.4654 -0.8285
C -3.3651 -3.4782 -2.1466
C -4.3565 -3.7386 -0.9398
C 0.0660 -1.1492 0.3145
O -1.0091 -1.3870 1.2676
O -1.9046 -2.3123 0.7653
C 1.6275 -2.4696 2.1448
C 1.8338 -1.4171 3.3183
C 0.9106 -0.1591 3.2951
C -0.2406 -0.1359 4.2304
C -1.1610 1.0048 4.3220
C -0.9972 2.1822 3.4399
C 0.1380 2.1537 2.5284
C 0.3336 3.3910 1.5846
C 1.0858 1.0241 2.4667
P 0.7490 -4.0918 2.6532
C 2.1058 -5.2450 3.3120
C -0.5104 -3.7783 4.0204
C 0.1373 -4.0736 5.4362
O 2.9822 -2.9568 1.9506
H 5.2531 -1.6665 -3.0253
H 5.3454 -0.5348 -1.6388
H 3.8089 -1.4508 -1.9820
H 5.7585 -3.6142 -1.8226
H 6.4573 -2.4460 -0.6559
H 3.8075 -4.0350 -0.5897
H 5.9873 -1.6713 1.3754
H 4.8561 -1.6786 2.7651
H 1.7496 -4.1586 0.0320
H 0.0859 -3.5420 -0.2217
H 2.4739 -3.5616 -2.1753
H 1.6978 -1.8802 -2.0188
H -0.3680 -4.0978 -2.2245
H 0.7962 -4.0956 -3.5856
H -4.9623 -1.6431 -2.5566
H -3.8439 -0.2578 -2.9644
H -4.4824 0.6312 -0.8931
H -3.3923 -0.5856 -0.1353
H -5.1456 -0.9387 -0.3134
H -2.4746 -4.1477 -1.9798
H -3.8698 -3.8595 -3.0798
H -4.1869 -4.7906 -0.5814
H -4.1862 -3.0655 -0.0664
H -5.4026 -3.7116 -1.3422
H 0.2629 -0.0463 0.1782
H -0.3575 -1.4793 -0.6795
H -1.5762 -3.1719 1.1150
H 2.8850 -1.0544 3.4388
H 1.5936 -1.9573 4.2811
H -0.4391 -0.9777 4.9308
H -1.9866 0.9480 5.0785
H -1.7319 3.0094 3.5415
H -0.5786 3.4245 0.9143
H 1.2037 3.2277 0.8982
H 0.3576 4.3654 2.1309
H 1.9241 1.0826 1.7383
H 1.5556 -6.1402 3.7094
H 2.6497 -5.5927 2.3904
H 2.7797 -4.7545 4.0539
H -1.3179 -4.5571 3.8796
H -1.0218 -2.7876 3.9378
H 1.2000 -3.7181 5.5340
H -0.4951 -3.7471 6.3080
H 0.2039 -5.1988 5.5275
C -5.9745 4.5002 -3.0455
C -5.3507 5.2248 -3.9717
C -3.9183 5.0111 -4.2773
O -3.3486 5.6757 -5.1230
C -3.2057 3.9612 -3.5164
C -3.8288 3.2356 -2.5895
C -5.2623 3.4489 -2.2830
O -5.8314 2.7871 -1.4404
H -7.0212 4.6428 -2.8080
H -5.8557 5.9968 -4.5390
H -2.1590 3.8191 -3.7543
H -3.3226 2.4636 -2.0226
C -7.7631 0.8503 3.6534
C -7.8769 -0.2694 2.9422
C -6.7476 -1.2200 2.8199
O -6.8503 -2.2404 2.1697
C -5.4892 -0.8776 3.5194
C -5.3751 0.2426 4.2307
C -6.5035 1.1925 4.3534
O -6.4020 2.2136 5.0034
H -8.5774 1.5568 3.7533
H -8.7901 -0.5354 2.4247
H -4.6740 -1.5836 3.4194
H -4.4615 0.5082 4.7473
C 10.8896 -2.2261 1.5378
C 11.6436 -1.1303 1.5971
C 11.0431 0.2212 1.5166
O 11.7332 1.2209 1.5688
C 9.5731 0.3074 1.3694
C 8.8173 -0.7881 1.3100
C 9.4172 -2.1411 1.3906
O 8.7326 -3.1415 1.3388
H 11.3115 -3.2218 1.5943
H 12.7203 -1.1745 1.7053
H 9.1515 1.3031 1.3126
H 7.7413 -0.7410 1.2014
C -2.8193 10.7113 -7.6405
C -3.0068 10.8300 -6.3278
C -3.0025 9.6429 -5.4413
O -3.1759 9.7513 -4.2437
C -2.7803 8.3207 -6.0698
C -2.5929 8.2033 -7.3836
C -2.5971 9.3883 -8.2698
O -2.4244 9.2831 -9.4680
H -2.8199 11.5668 -8.3042
H -3.1700 11.7888 -5.8513
H -2.7796 7.4608 -5.4067
H -2.4299 7.2444 -7.8598

9
Properties=species:S:1:pos:R:3 method="wB97M-V/def2-TZVPD" energy_ev=-8279.5387 max_force_ev_per_a=1.90 charge=-1 relative_energy_ev=0.735 orbital_gap_ha="0.12217 / 0.28054" mol_weight_g_mol=76.05 multiplicity=2
O 0.9129 1.7580 2.0989
C 0.3599 0.6453 2.2710
H -0.6594 0.5135 1.8718
H 0.8815 -0.1542 2.8139
O 0.1392 0.5543 -2.8073
C 0.0044 -0.2319 -1.9210
O -1.2143 -0.8670 -1.8225
H 0.6796 -0.5028 -1.1079
H -1.1038 -1.7152 -1.3969

120
Properties=species:S:1:pos:R:3 method="wB97M-V/def2-TZVPD" energy_ev=-142888.1194 smiles="C[C@H]1COC(=O)O1.C[C@H]1COC(=O)O1.C[C@H]1COC(=O)O1.C[C@H]1COC(=O)O1.C[C@H]1COC(=O)O1.C[C@H]1COC(=O)O1.C[C@H]1COC(=O)O1.C[C@H]1COC(=O)O1.O=S1(=O)OCCO1.ClC(Cl)Cl" max_force_ev_per_a=2.16 orbital_gap_ha=0.39041 mol_weight_g_mol=1060.21
C 24.4734 3.2262 2.3093
C 23.1661 2.4700 2.4006
C 22.1687 2.6210 1.2698
O 21.8257 1.2767 0.9409
C 22.6791 0.4022 1.4888
O 22.6045 -0.7829 1.4089
O 23.5436 1.0707 2.2786
H 24.3504 4.3119 2.3324
H 24.9216 3.0339 1.3357
H 25.1178 2.9823 3.1516
H 22.6114 2.4958 3.3379
H 22.5428 3.1563 0.3968
H 21.2768 3.0822 1.6926
C 19.7848 -2.3110 4.8062
C 19.8774 -1.2867 3.6660
C 18.5392 -0.8869 3.1243
O 18.7070 0.5416 2.9417
C 19.7249 0.9536 3.6967
O 19.9816 2.1027 3.8999
O 20.4192 -0.0805 4.2157
H 20.7001 -2.8306 5.0834
H 19.1687 -3.1377 4.4361
H 19.3040 -1.8185 5.6482
H 20.4639 -1.6538 2.8190
H 17.7323 -1.0987 3.8327
H 18.2372 -1.3397 2.1843
C 22.0283 -1.8817 -1.8900
C 22.8524 -1.4460 -3.0776
C 22.8229 0.1012 -3.3178
O 24.1775 0.4801 -3.3288
C 24.9842 -0.5984 -3.1975
O 26.1675 -0.5625 -3.2451
O 24.2477 -1.6647 -2.8693
H 21.0135 -2.0541 -2.2623
H 21.9477 -1.2590 -1.0026
H 22.3666 -2.8642 -1.5487
H 22.5209 -1.9560 -3.9798
H 22.2328 0.5913 -2.5439
H 22.3266 0.2890 -4.2708
C 24.2982 -0.0343 6.5923
C 23.2188 0.8578 6.0153
C 22.0693 1.2440 6.9742
O 21.7874 2.6019 6.6968
C 22.7774 3.1034 5.9441
O 22.8674 4.2125 5.5273
O 23.7440 2.1719 5.7720
H 23.9098 -1.0305 6.7909
H 24.7576 0.3654 7.4993
H 25.1366 -0.0325 5.8920
H 22.7338 0.3941 5.1544
H 22.4022 1.0581 8.0008
H 21.1924 0.6065 6.8722
C 27.0126 3.2087 6.3718
C 26.8970 4.4215 7.2914
C 25.5657 4.5288 8.0099
O 25.9326 4.8473 9.3481
C 27.2774 4.7318 9.5204
O 27.8054 4.8593 10.5800
O 27.8529 4.4377 8.3642
H 27.8490 3.2600 5.6725
H 26.1128 3.2768 5.7571
H 27.1618 2.2765 6.9147
H 27.1733 5.2892 6.6888
H 24.9693 3.6169 8.0190
H 25.0123 5.3753 7.6031
C 23.0677 7.1855 2.1793
C 21.5844 7.2606 2.2879
C 20.9076 8.0984 1.1805
O 19.8157 7.3203 0.7520
C 20.0216 6.0348 1.1447
O 19.4449 5.0926 0.7133
O 21.0204 5.9655 2.0259
H 23.3898 6.9458 1.1656
H 23.4930 6.4886 2.9015
H 23.5175 8.1569 2.4089
H 21.2964 7.6224 3.2772
H 21.5674 8.3166 0.3342
H 20.5860 9.0561 1.5934
C 25.4735 -1.8053 2.7264
C 25.1753 -3.2598 2.4230
C 24.2710 -3.5213 1.1711
O 24.9823 -4.4995 0.4607
C 26.1871 -4.7753 1.0493
O 26.8859 -5.6491 0.6868
O 26.3592 -3.9877 2.1076
H 25.9972 -1.6273 3.6630
H 24.5080 -1.2985 2.7149
H 26.0720 -1.3599 1.9291
H 24.6980 -3.7262 3.2860
H 24.0286 -2.6164 0.6196
H 23.3556 -3.9387 1.5937
C 26.4392 7.0478 1.3986
C 27.8219 6.9004 0.7636
C 28.1858 5.5168 0.2385
O 28.6497 5.7492 -1.0721
C 28.3897 7.0175 -1.4369
O 28.8302 7.4604 -2.4549
O 27.7247 7.6642 -0.4777
H 25.6981 6.4897 0.8266
H 26.1667 8.1023 1.3987
H 26.3949 6.7073 2.4352
H 28.6041 7.4047 1.3318
H 27.2886 4.8957 0.1977
H 28.9319 5.1148 0.9163
O 26.9017 0.9476 3.7784
S 27.8155 1.2575 2.7229
O 27.3526 1.2321 1.3695
O 28.7121 2.5765 3.0871
C 30.0931 2.3372 2.8523
C 30.2714 0.8896 3.3257
O 29.1081 0.2480 2.8226
H 30.2794 2.4060 1.7756
H 30.7028 3.1012 3.3275
H 30.3004 0.8358 4.4141
H 31.1115 0.3920 2.8496
Cl 25.1148 6.1834 -2.5462
C 24.0816 4.7498 -2.2396
Cl 22.7407 5.1888 -1.2145
Cl 25.0607 3.4385 -1.6235
H 23.7081 4.4985 -3.2250

47
Properties=species:S:1:pos:R:3 method="wB97M-V/def2-TZVPD" energy_ev=-58011.3168 max_force_ev_per_a=8.33 charge=+1 relative_energy_ev=0.272 orbital_gap_ha="0.26565 / 0.17631" mol_weight_g_mol=332.24 multiplicity=5
C -1.6218 -1.1641 -0.0452
C -1.6225 -0.0432 0.9434
C -0.5139 0.3244 1.7486
Fe -1.5633 -0.7369 3.0928
C 0.0605 -1.4405 3.5426
O 1.0963 -1.9407 3.7082
C -1.9027 -2.5178 2.6362
O -2.1025 -3.6296 2.3674
C -1.5929 0.6844 4.5472
C -1.7534 -0.6340 5.0945
C -2.9197 -1.2220 4.4991
C -3.4904 -0.2570 3.5950
C -2.6582 0.9100 3.6128
H -1.5685 -0.7877 -1.0789
H -0.7648 -1.8444 0.1058
H -2.5536 -1.7493 0.0311
H -2.4491 0.6746 0.8217
H 0.4744 -0.0791 1.4865
H -0.4656 1.3570 2.1340
H -0.8260 1.3957 4.8374
H -1.1733 -1.0631 5.9048
H -3.3679 -2.1663 4.7946
H -4.4143 -0.3805 3.0393
H -2.8470 1.8334 3.0739
C 4.1278 0.6205 -2.3883
C 2.7008 0.5368 -1.8476
C 2.5650 -0.5932 -0.8315
C 1.6721 0.3740 -2.9789
C 1.7467 1.4692 -4.0583
C 0.3076 1.5985 -4.5801
C -0.5889 1.0279 -3.4702
N 0.3006 0.3975 -2.4965
H 4.3969 -0.3057 -2.9152
H 4.2559 1.4622 -3.0782
H 4.8378 0.7558 -1.5640
H 2.4680 1.4956 -1.3489
H 2.7957 -1.5604 -1.3012
H 3.2624 -0.4414 0.0010
H 1.5521 -0.6331 -0.4136
H 1.8784 -0.6121 -3.4513
H 2.0620 2.4156 -3.5957
H 2.4741 1.2088 -4.8332
H 0.0537 2.6290 -4.8280
H 0.1914 0.9779 -5.4739
H -1.1488 1.8474 -2.9911
H -1.3450 0.3203 -3.8522
H -0.0260 -0.5143 -2.1962

23
Properties=species:S:1:pos:R:3 method="wB97M-V/def2-TZVPD" energy_ev=-7964.0399 max_force_ev_per_a=3.05 charge=+1 relative_energy_ev=1.392 orbital_gap_ha=0.38498 mol_weight_g_mol=102.20
C 1.7236 -1.4677 0.4022
C 0.5099 -2.0815 -0.3726
C -0.8413 -2.0971 0.2686
C -1.9565 -1.8728 -0.4641
H 1.6339 -1.5643 1.5182
H 2.7087 -1.9312 0.0475
H 1.7325 -0.3566 0.2104
H 0.7383 -3.2482 -0.5998
H 0.4346 -1.5906 -1.3729
H -0.9105 -2.2668 1.3524
H -2.9901 -1.9040 -0.0629
H -1.9212 -1.7606 -1.5295
C 0.3787 3.1934 0.0460
C 0.0521 1.8620 0.6233
N -0.5897 0.9314 -0.3923
H 0.8234 3.8177 0.8411
H 1.0606 3.0827 -0.8641
H -0.5489 3.7814 -0.2520
H 0.9295 1.3979 1.0597
H -0.7049 1.9198 1.4265
H -1.5061 1.2997 -0.6029
H -0.6928 -0.0534 -0.0364
H -0.0639 0.9089 -1.2464